No. 1
This record from OMol25 describes C22H33Cl2N3O4 in the gas phase. The level of theory is ωB97M-V with the def2-TZVPD basis set.

Geometry (Å):
1 C -3.134 5.150 0.402
2 C -1.945 5.053 -0.542
3 O -0.900 4.280 0.064
4 C -0.897 2.981 -0.159
5 O -1.617 2.403 -0.939
6 C 0.140 2.252 0.694
7 N -0.486 1.018 1.112
8 C -0.905 0.829 2.387
9 O -0.398 1.363 3.346
10 C -2.065 -0.173 2.523
11 C -1.544 -1.597 2.783
12 C -0.560 -2.019 1.730
13 C -0.958 -2.639 0.553
14 C -0.055 -2.934 -0.450
15 C 1.306 -2.638 -0.310
16 N 2.216 -2.902 -1.314
17 C 3.553 -2.362 -1.282
18 C 4.531 -3.322 -0.596
19 Cl 6.171 -2.623 -0.601
20 C 1.851 -3.634 -2.500
21 C 1.260 -2.713 -3.574
22 Cl 0.812 -3.664 -5.014
23 C 1.709 -2.064 0.904
24 C 0.794 -1.752 1.886
25 N -2.925 -0.149 1.358
26 C -3.602 0.969 0.995
27 C -4.378 0.838 -0.294
28 O -3.562 1.989 1.651
29 C 1.444 2.025 -0.100
30 C 2.545 1.566 0.850
31 C 1.240 1.014 -1.226
32 H -2.852 5.685 1.305
33 H -3.466 4.153 0.687
34 H -3.949 5.676 -0.086
35 H -1.507 6.034 -0.740
36 H -2.234 4.575 -1.484
37 H 0.351 2.843 1.589
38 H -1.024 0.580 0.375
39 H -2.647 0.167 3.389
40 H -2.396 -2.279 2.814
41 H -1.060 -1.600 3.760
42 H -1.995 -2.915 0.409
43 H -0.431 -3.399 -1.347
44 H 3.891 -2.188 -2.307
45 H 3.560 -1.398 -0.767
46 H 4.582 -4.273 -1.126
47 H 4.252 -3.500 0.441
48 H 2.742 -4.122 -2.902
49 H 1.133 -4.419 -2.252
50 H 0.361 -2.213 -3.217
51 H 1.986 -1.965 -3.893
52 H 2.749 -1.858 1.094
53 H 1.138 -1.293 2.802
54 H -2.909 -0.952 0.749
55 H -5.255 1.478 -0.253
56 H -4.676 -0.188 -0.489
57 H -3.738 1.192 -1.101
58 H 1.726 2.991 -0.534
59 H 2.749 2.328 1.598
60 H 3.462 1.368 0.300
61 H 2.234 0.659 1.361
62 H 0.398 1.296 -1.852
63 H 2.131 0.968 -1.850
64 H 1.055 0.024 -0.814

- E: -61057.303 eV
- LUMO energy: 0.505 eV
- Gap between HOMO and LUMO: 0.3172 Ha
- ΔE to the lowest compared entry with this formula, charge and spin: 14.48 kJ/mol
- SMILES: CCOC(=O)[C@@H](NC(=O)[C@H](Cc1ccc(N(CCCl)CCCl)cc1)NC(C)=O)C(C)C
- Highest occupied orbital energy: -8.1 eV

=====

No. 2
This record from OMol25 describes 5 unconnected molecules or ions with the total composition C22H33Cl8N5. The level of theory is ωB97M-V with the def2-TZVPD basis set.

Geometry (Å):
1 H 2.644 1.029 -0.397
2 N 2.633 0.671 -1.355
3 C 2.863 -0.581 -1.335
4 N 2.883 -1.298 -2.580
5 N 3.062 -1.312 -0.145
6 C 1.759 -1.470 0.594
7 C 1.934 -0.913 1.998
8 C 0.681 -0.989 2.903
9 C -0.648 -0.738 2.168
10 C -1.632 0.200 2.887
11 C -1.791 -0.324 4.264
12 N -1.763 -0.705 5.341
13 C -1.146 1.674 3.026
14 C -2.365 2.503 3.133
15 N -3.337 3.098 3.050
16 C -0.287 2.213 1.860
17 C -1.039 2.789 0.655
18 C -1.965 1.793 -0.092
19 C -1.674 1.704 -1.574
20 C -1.583 0.449 -2.173
21 C -1.355 0.343 -3.540
22 C -1.194 1.469 -4.337
23 C -1.264 2.723 -3.740
24 C -1.497 2.827 -2.375
25 H 1.949 -1.242 -2.972
26 H 3.510 -0.814 -3.211
27 H 3.358 -2.246 -0.420
28 H 1.426 -2.510 0.592
29 H 1.032 -0.903 0.011
30 H 2.703 -1.526 2.478
31 H 2.342 0.099 1.995
32 H 0.825 -0.270 3.713
33 H 0.646 -1.968 3.380
34 H -0.516 -0.359 1.158
35 H -1.151 -1.702 2.060
36 H -2.616 0.108 2.429
37 H -0.622 1.825 3.969
38 H 0.297 3.040 2.273
39 H 0.440 1.492 1.488
40 H -0.268 3.096 -0.058
41 H -1.578 3.705 0.888
42 H -2.003 0.798 0.342
43 H -2.981 2.198 -0.023
44 H -1.695 -0.461 -1.593
45 H -1.287 -0.634 -3.999
46 H -1.032 1.344 -5.399
47 H -1.157 3.615 -4.344
48 H -1.539 3.822 -1.945
49 Cl -4.544 -4.424 4.825
50 C -4.565 -3.194 6.099
51 Cl -5.201 -3.841 7.615
52 H -3.552 -2.845 6.265
53 H -5.193 -2.371 5.779
54 Cl 3.867 -4.453 -1.351
55 C 5.482 -3.871 -1.784
56 Cl 5.681 -3.731 -3.532
57 H 5.630 -2.894 -1.337
58 H 6.215 -4.573 -1.405
59 Cl 5.870 4.040 -2.497
60 C 5.739 2.388 -1.881
61 Cl 6.445 2.243 -0.264
62 H 4.690 2.114 -1.831
63 H 6.267 1.723 -2.554
64 Cl -3.768 -0.262 -4.453
65 C -5.435 -0.864 -4.528
66 Cl -6.189 -0.543 -6.097
67 H -5.426 -1.934 -4.361
68 H -6.015 -0.369 -3.757

- E: -130978.145 eV
- LUMO energy: 0.194 eV
- Gap between HOMO and LUMO: 0.3482 Ha
- SMILES: [H]/N=C(/N)NCCCC[C@@H](C#N)[C@H](C#N)CCCc1ccccc1.ClCCl.ClCCl.ClCCl.ClCCl
- Highest occupied orbital energy: -9.3 eV

=====

No. 3
This record from OMol25 describes 2 unconnected molecules or ions with the total composition C22H33ClN3O9S2. The level of theory is ωB97M-V with the def2-TZVPD basis set.

Geometry (Å):
1 C 0.005 -3.480 1.551
2 C -0.073 -2.155 2.305
3 C -0.169 -0.915 1.418
4 C 0.626 -0.956 0.095
5 C 2.134 -1.106 0.351
6 C 2.945 -1.612 -0.855
7 C 2.271 -2.681 -1.693
8 O 1.516 -1.987 -2.695
9 C 0.353 0.357 -0.702
10 S -0.748 0.006 -2.124
11 C -2.032 1.279 -2.083
12 C -3.384 0.615 -2.236
13 O -3.569 -0.361 -2.919
14 O -4.328 1.263 -1.528
15 C -5.531 0.533 -1.274
16 C -5.458 -0.263 0.039
17 C -4.097 -0.865 0.340
18 O -6.526 -1.220 -0.074
19 C -6.317 -2.445 0.492
20 O -6.330 -2.613 1.685
21 C -6.077 -3.563 -0.490
22 S -7.522 -4.656 -0.505
23 N -0.167 1.438 0.170
24 C 0.464 1.388 1.399
25 N 1.237 2.373 1.848
26 N 0.300 0.271 2.185
27 Cl -0.853 0.789 3.391
28 H 0.986 -3.624 1.099
29 H -0.220 -4.322 2.200
30 H -0.717 -3.498 0.729
31 H 0.827 -2.046 2.919
32 H -0.901 -2.184 3.014
33 H -1.230 -0.773 1.174
34 H 0.192 -1.774 -0.472
35 H 2.535 -0.114 0.596
36 H 2.341 -1.728 1.221
37 H 3.878 -2.030 -0.470
38 H 3.239 -0.801 -1.523
39 H 1.586 -3.296 -1.101
40 H 3.013 -3.329 -2.163
41 H 0.959 -2.612 -3.170
42 H 1.296 0.716 -1.114
43 H -2.036 1.886 -1.184
44 H -1.903 1.976 -2.914
45 H -6.327 1.270 -1.194
46 H -5.801 -0.138 -2.086
47 H -5.724 0.399 0.868
48 H -3.354 -0.076 0.203
49 H -4.017 -1.204 1.371
50 H -3.829 -1.658 -0.362
51 H -5.870 -3.167 -1.482
52 H -5.189 -4.100 -0.153
53 H -7.073 -5.501 -1.438
54 H -1.164 1.292 0.345
55 H 2.191 2.155 2.112
56 H 0.914 3.324 1.941
57 C 5.720 4.235 -1.215
58 C 4.961 3.316 -0.610
59 C 5.096 3.004 0.856
60 O 4.335 2.158 1.321
61 C 6.092 3.695 1.629
62 C 6.865 4.618 1.029
63 C 6.716 4.956 -0.438
64 O 7.444 5.814 -0.886
65 O 7.799 5.298 1.657
66 O 4.029 2.604 -1.241
67 H 5.629 4.468 -2.267
68 H 6.189 3.448 2.677
69 H 8.206 5.898 0.999
70 H 3.649 2.012 -0.568

- E: -80430.608 eV
- LUMO energy: -5.367 eV
- Total charge: +1
- Gap between HOMO and LUMO: 0.2065 Ha
- Highest occupied orbital energy: -11.0 eV

=====

No. 4
This record from OMol25 describes a molecular structure, C22H33CoNO3P2. The level of theory is ωB97M-V with the def2-TZVPD basis set.

Geometry (Å):
1 C -3.379 -1.556 -5.563
2 C -2.773 -2.235 -6.573
3 H -4.362 -1.113 -5.744
4 H -2.934 -1.462 -4.573
5 C -1.464 -2.825 -6.421
6 C -0.727 -2.659 -5.281
7 H -1.068 -2.048 -4.451
8 H 0.248 -3.143 -5.215
9 C -3.495 -2.387 -7.897
10 H -4.477 -1.911 -7.828
11 H -3.649 -3.438 -8.176
12 H -2.950 -1.910 -8.724
13 C -0.891 -3.647 -7.555
14 H -0.833 -3.084 -8.495
15 H -1.491 -4.546 -7.755
16 H 0.119 -3.972 -7.294
17 Co 1.539 1.013 1.695
18 O 0.280 0.336 0.246
19 C -0.228 -0.786 -0.017
20 O 1.752 -0.947 2.155
21 C 1.041 -1.906 1.784
22 O 1.144 -3.096 2.344
23 N 0.071 -1.886 0.800
24 C 0.153 -4.002 1.725
25 C -0.540 -3.217 0.642
26 H -0.545 -4.317 2.508
27 H 0.691 -4.864 1.317
28 H -1.624 -3.176 0.792
29 H -0.322 -3.621 -0.352
30 C -1.154 -1.013 -1.091
31 C -1.663 -0.009 -1.843
32 H -1.466 -2.047 -1.258
33 H -1.358 1.023 -1.671
34 H -2.413 -0.234 -2.602
35 C -1.575 1.547 3.102
36 P 0.207 1.565 3.435
37 C 0.437 0.429 4.836
38 C 0.563 3.265 4.030
39 C -0.003 3.910 5.132
40 C 0.516 5.141 5.552
41 C 1.568 5.755 4.868
42 C 2.115 5.147 3.739
43 C 1.622 3.899 3.334
44 P 2.569 2.862 2.164
45 C 4.007 2.533 3.245
46 C 3.297 1.177 0.595
47 H -1.843 0.572 2.670
48 H -1.796 2.342 2.380
49 H -2.146 1.718 4.024
50 H 1.511 0.266 4.995
51 H -0.012 0.862 5.740
52 H -0.030 -0.541 4.616
53 H -0.833 3.457 5.677
54 H 0.109 5.620 6.441
55 H 1.977 6.704 5.214
56 H 2.936 5.617 3.194
57 H 3.653 2.355 4.268
58 H 4.585 1.673 2.890
59 H 4.634 3.432 3.236
60 H 4.061 0.517 1.023
61 H 2.856 0.736 -0.312
62 H 3.783 2.127 0.284

- E: -87169.310 eV
- LUMO energy (spin up / spin down): -6.690 / -8.393 eV
- Multiplicity: 4
- Total charge: +2
- Gap between HOMO and LUMO (spin up / spin down): 0.1859 / 0.1233 Ha
- Highest occupied orbital energy (spin up / spin down): -11.7 / -11.7 eV

=====

No. 5
This record from OMol25 describes C22H33N3OS in the gas phase. The level of theory is ωB97M-V with the def2-TZVPD basis set.

Geometry (Å):
1 C -0.570 4.125 0.906
2 C 0.244 2.936 0.410
3 C 0.162 2.672 -1.070
4 C -0.319 3.614 -1.970
5 C -0.407 3.324 -3.317
6 C -0.017 2.086 -3.797
7 C 0.483 1.125 -2.933
8 C 0.942 -0.236 -3.388
9 C 0.958 -0.450 -4.896
10 C 0.574 1.436 -1.572
11 N 1.075 0.436 -0.694
12 C 2.180 0.558 0.063
13 O 2.947 1.498 0.042
14 C 2.361 -0.629 1.024
15 N 1.449 -0.516 2.145
16 C 1.734 0.483 3.149
17 C 0.683 0.350 4.244
18 C 0.396 1.654 4.962
19 S -0.817 -0.277 3.387
20 C 0.135 -0.804 1.962
21 N -0.314 -1.374 0.931
22 C -1.695 -1.764 0.832
23 C -1.924 -3.140 1.472
24 C -1.168 -4.228 0.719
25 C -1.592 -4.254 -0.746
26 C -1.328 -2.895 -1.385
27 C -2.091 -1.799 -0.647
28 H -0.533 4.167 1.993
29 H -1.611 4.032 0.604
30 H -0.172 5.061 0.523
31 H -0.095 2.034 0.932
32 H 1.297 3.088 0.667
33 H -0.635 4.583 -1.619
34 H -0.786 4.068 -4.002
35 H -0.098 1.880 -4.852
36 H 1.949 -0.403 -2.993
37 H 0.291 -0.989 -2.932
38 H 1.341 -1.444 -5.118
39 H -0.044 -0.374 -5.312
40 H 1.599 0.279 -5.384
41 H 0.499 -0.391 -0.537
42 H 2.155 -1.573 0.516
43 H 3.382 -0.624 1.411
44 H 2.738 0.313 3.548
45 H 1.705 1.494 2.715
46 H 0.966 -0.427 4.960
47 H -0.371 1.510 5.719
48 H 0.048 2.406 4.256
49 H 1.301 2.018 5.445
50 H -2.323 -1.028 1.367
51 H -2.995 -3.354 1.457
52 H -1.600 -3.105 2.514
53 H -0.096 -4.025 0.782
54 H -1.358 -5.198 1.184
55 H -1.041 -5.031 -1.281
56 H -2.656 -4.490 -0.813
57 H -1.625 -2.908 -2.436
58 H -0.258 -2.685 -1.332
59 H -3.164 -1.988 -0.716
60 H -1.891 -0.825 -1.101

- E: -40704.565 eV
- LUMO energy: 0.596 eV
- Gap between HOMO and LUMO: 0.3391 Ha
- ΔE to the lowest compared entry with this formula, charge and spin: 11.87 kJ/mol
- SMILES: CCc1cccc(CC)c1NC(=O)CN1C[C@@H](C)S/C1=N\C1CCCCC1
- Highest occupied orbital energy: -8.6 eV

=====

No. 6
This record from OMol25 describes a molecular structure, C22H33N5PdS3. The level of theory is ωB97M-V with the def2-TZVPD basis set.

Geometry (Å):
1 Pd 1.513 -1.283 0.527
2 C 4.048 -1.841 -1.958
3 C 4.511 -1.862 -0.541
4 N 3.689 -1.823 0.475
5 C 4.325 -1.907 1.697
6 C 5.675 -1.992 1.596
7 S 6.152 -1.985 -0.049
8 C 3.447 -2.016 2.856
9 C 3.736 -2.280 4.155
10 S 2.295 -2.504 5.054
11 C 1.353 -2.224 3.645
12 N 2.091 -1.966 2.595
13 C -0.132 -2.324 3.606
14 H 2.962 -1.759 -1.970
15 H 4.333 -2.764 -2.464
16 H 4.484 -1.006 -2.507
17 H 6.413 -2.059 2.378
18 H 4.701 -2.370 4.626
19 H -0.595 -1.769 4.421
20 H -0.441 -3.366 3.705
21 H -0.496 -1.961 2.645
22 C 2.301 3.576 -0.321
23 C 2.546 2.944 0.889
24 C 2.397 1.571 0.962
25 N 2.018 0.834 -0.089
26 C 1.788 1.440 -1.255
27 C 1.922 2.807 -1.413
28 H 2.416 4.647 -0.417
29 H 2.843 3.500 1.767
30 H 2.604 1.034 1.881
31 H 1.491 0.811 -2.085
32 H 1.738 3.259 -2.378
33 C -4.445 1.689 0.994
34 C -3.775 1.380 2.336
35 C -2.645 0.343 2.277
36 C -1.340 0.836 1.646
37 N -1.432 1.038 0.202
38 C -1.174 0.171 -0.773
39 S -0.560 -1.433 -0.487
40 N -1.438 0.543 -2.020
41 C -1.363 -0.306 -3.216
42 C -2.681 -1.038 -3.475
43 C -3.888 -0.107 -3.619
44 C -3.705 0.950 -4.709
45 H -5.413 2.159 1.156
46 H -4.617 0.774 0.421
47 H -3.864 2.385 0.383
48 H -4.537 0.990 3.012
49 H -3.404 2.305 2.784
50 H -2.996 -0.538 1.732
51 H -2.409 0.037 3.299
52 H -0.542 0.126 1.847
53 H -1.056 1.792 2.088
54 H -1.949 1.866 -0.057
55 H -1.943 1.409 -2.161
56 H -0.559 -1.024 -3.085
57 H -1.114 0.342 -4.056
58 H -2.853 -1.747 -2.660
59 H -2.565 -1.620 -4.391
60 H -4.111 0.376 -2.662
61 H -4.754 -0.723 -3.863
62 H -3.000 1.732 -4.414
63 H -4.652 1.440 -4.932
64 H -3.342 0.492 -5.630

- E: -66773.146 eV
- LUMO energy (spin up / spin down): -5.145 / -8.037 eV
- Multiplicity: 3
- Total charge: +2
- Gap between HOMO and LUMO (spin up / spin down): 0.3294 / 0.2230 Ha
- Highest occupied orbital energy (spin up / spin down): -14.1 / -14.1 eV

=====

No. 7
This record from OMol25 describes a molecular structure, C22H33N9OSScSiTe. The level of theory is ωB97M-V with the def2-TZVPD basis set.

Geometry (Å):
1 Sc -0.309 -0.448 -0.558
2 C -3.720 0.215 1.391
3 C -2.443 0.809 1.910
4 C -2.479 1.634 3.020
5 C -1.281 2.177 3.479
6 C -0.126 1.920 2.792
7 C -0.146 1.088 1.646
8 N -1.318 0.517 1.254
9 N 0.919 0.760 0.904
10 Si 2.367 1.708 0.957
11 C 1.906 3.519 0.534
12 C 3.603 0.975 -0.289
13 C 3.338 1.687 2.615
14 H -4.350 1.011 0.999
15 H -4.272 -0.279 2.187
16 H -3.521 -0.497 0.591
17 H -3.418 1.842 3.509
18 H -1.268 2.791 4.370
19 H 0.813 2.324 3.121
20 H 0.912 3.545 0.097
21 H 2.589 3.971 -0.177
22 H 1.887 4.143 1.422
23 H 3.132 0.250 -0.942
24 H 4.409 0.472 0.235
25 H 4.042 1.747 -0.912
26 H 2.800 2.100 3.462
27 H 4.253 2.259 2.508
28 H 3.615 0.667 2.874
29 O -1.864 0.567 -1.520
30 N -3.032 0.182 -1.977
31 C -3.992 1.101 -2.163
32 C -5.252 0.757 -2.587
33 C -5.531 -0.586 -2.852
34 C -4.533 -1.516 -2.698
35 C -3.255 -1.140 -2.254
36 S -1.987 -2.240 -2.049
37 H -3.693 2.117 -1.949
38 H -6.000 1.523 -2.710
39 H -6.515 -0.886 -3.182
40 H -4.693 -2.564 -2.898
41 N 2.224 -3.507 -2.688
42 C 1.435 -3.267 -1.633
43 N 1.133 -1.991 -1.575
44 C 1.779 -1.451 -2.673
45 N 2.460 -2.367 -3.357
46 C 1.659 -0.064 -2.991
47 C 2.354 0.539 -4.049
48 N 2.274 1.820 -4.315
49 C 1.459 2.545 -3.516
50 C 0.734 1.974 -2.493
51 N 0.807 0.670 -2.194
52 H 2.631 -4.371 -3.010
53 H 1.111 -4.022 -0.946
54 H 2.990 -0.069 -4.681
55 H 1.417 3.604 -3.734
56 H 0.061 2.562 -1.878
57 N -1.227 -2.339 0.864
58 H -0.964 -2.287 1.848
59 H -0.879 -3.222 0.491
60 H -2.245 -2.398 0.827
61 C 2.791 -3.639 2.492
62 Te 1.990 -1.722 1.716
63 C 1.031 -1.376 3.634
64 H 2.092 -4.110 3.174
65 H 3.729 -3.495 3.012
66 H 2.970 -4.312 1.662
67 H 1.769 -1.183 4.404
68 H 0.433 -2.236 3.927
69 H 0.392 -0.509 3.526

- E: -85518.389 eV
- LUMO energy (spin up / spin down): 0.050 / 0.047 eV
- Multiplicity: 2
- Gap between HOMO and LUMO (spin up / spin down): 0.1756 / 0.2860 Ha
- ΔE to the lowest compared entry with this formula, charge and spin: 107.23 kJ/mol
- Highest occupied orbital energy (spin up / spin down): -4.7 / -7.7 eV